1.
22
Properties=species:S:1:pos:R:3:forces:R:3 method="wB97M-V/def2-TZVPD" mol_weight_g_mol=127.19 homo_lumo_gap_ev="8.366 / 8.392" e_above_lowest_ev=5.601
C 0.576224 -0.037256 0.436358 1.7 3.4 0.2
H 0.732088 1.042790 2.366892 -0.1 0.6 -0.6
H 0.895165 2.083675 0.801373 -0.5 0.6 0.5
H 2.569250 -0.909004 0.862190 -1.0 0.0 -0.7
H 2.154134 1.061456 1.364255 1.3 0.1 0.1
C -2.664385 0.830165 -0.301766 -2.7 -1.4 -3.5
C 1.473866 -1.180465 0.811779 1.9 1.1 2.7
C -2.188048 -0.526061 -0.945849 1.3 0.2 -2.7
H 1.527078 0.796995 -1.456420 -0.1 0.3 0.7
H 1.374981 -2.009941 0.195793 -0.4 -1.9 -0.8
H -1.831684 -1.925536 0.603318 -0.9 0.1 0.3
C 0.580521 0.437925 -1.031218 -0.4 2.9 1.8
N -1.430997 -1.145622 0.122171 -0.2 -0.2 -1.2
H -3.030071 -1.070384 -1.498060 1.1 0.1 1.6
C 1.106331 1.173832 1.336441 -1.2 -1.6 -0.7
H -1.455033 -0.229388 -1.889180 -2.1 -0.5 2.5
H 1.305659 -1.342700 1.927198 -0.2 -0.5 -1.5
H -3.608524 1.200684 -0.791038 0.7 -0.2 0.3
H 0.308693 -0.297315 -1.668003 -0.8 -2.7 -1.9
H -0.274231 1.224974 -1.056853 1.9 -0.9 -0.2
N -2.097935 1.424340 0.552866 2.8 0.4 3.1
N -0.711168 -0.370523 0.928820 -2.0 0.0 0.0

2.
22
Properties=species:S:1:pos:R:3:forces:R:3 method="wB97M-V/def2-TZVPD" mol_weight_g_mol=127.19 homo_lumo_gap_ev=7.051 e_above_lowest_ev=4.902
H -0.671466 -1.839784 0.619116 0.0 0.0 0.0
H -2.332852 0.875247 -2.484108 0.1 0.0 0.0
C -1.253118 0.732509 -2.434426 -0.1 0.0 0.0
H 1.620415 0.288046 2.502636 0.0 0.0 0.0
H 1.447106 0.736810 -1.011888 0.0 0.0 0.0
H -2.343532 0.568296 1.725818 0.0 0.0 -0.1
H -1.695824 2.135602 1.567504 0.0 -0.1 -0.1
C -0.732732 0.580054 -1.055235 0.3 -0.1 -0.1
C -1.170298 0.847053 0.113023 0.2 -0.1 0.2
H 0.542885 -1.985170 -1.353078 0.0 0.0 0.0
H 2.094885 1.254494 1.098780 0.0 0.0 0.0
C 0.199001 -1.510667 1.187183 0.1 0.1 -0.1
H -0.762422 1.582762 -2.918225 0.0 -0.1 0.1
N 0.637675 -0.202380 0.711726 -0.3 0.2 -0.2
H -0.085884 -1.433311 2.240436 0.0 0.0 0.0
H 0.978704 -2.275377 1.094937 0.0 0.0 0.0
H -0.955439 -0.162545 -2.990021 0.0 0.0 0.1
H 2.685337 -0.412831 1.265546 -0.1 0.0 0.0
N 1.110786 -1.170330 -1.587861 -0.1 0.0 0.1
C 0.777326 -0.115575 -0.841266 -0.1 0.0 0.3
N -1.916591 1.256557 1.120266 0.1 -0.1 0.1
C 1.826037 0.250539 1.429136 -0.1 -0.1 -0.1

3.
24
Properties=species:S:1:pos:R:3:forces:R:3 method="wB97M-V/def2-TZVPD" s2=2.01 mol_weight_g_mol=159.19 multiplicity=3 homo_lumo_gap_ev="8.406 / 8.209" e_above_lowest_ev=0.910
H -2.401156 0.386697 -1.035085 -1.6 0.9 -0.5
N 1.520903 1.930689 -1.849340 1.1 -2.7 1.0
H -1.816396 0.396847 1.731737 -1.5 2.4 0.1
C 0.852307 0.441304 0.837760 -4.2 -1.1 0.0
C -1.370834 -0.521783 1.775627 3.7 -0.3 -2.1
C -0.825321 -0.547155 -0.769587 1.7 -0.6 -0.6
C 0.129009 -0.253011 2.044605 0.9 -3.6 -5.2
N -1.480804 0.756096 -1.036921 0.8 -1.4 0.3
H -0.850865 -1.407755 -1.485156 -0.2 1.2 -0.7
H -2.569361 -1.530736 0.135702 2.1 0.8 0.5
H -0.960474 -2.297720 0.652605 -0.8 2.3 -1.2
H 0.310813 0.334464 2.818186 0.6 2.3 3.9
C 0.631532 -0.375303 -0.434281 1.4 1.2 0.6
N 1.656698 -0.832535 -1.049621 -0.7 -0.2 -0.7
H 0.770228 -1.202359 2.054032 -1.3 0.7 0.9
C -1.449703 -1.221518 0.402670 -2.5 -3.8 2.6
O 1.427429 3.015695 -2.301388 -1.0 3.1 -1.2
H 1.447137 -1.296476 -1.967480 -0.2 0.2 1.2
H 1.781439 0.614038 1.169054 3.9 0.1 0.4
H 0.391730 1.403004 0.859588 -0.5 0.9 -1.1
H -1.234818 1.222966 -1.912964 -0.1 -0.6 0.3
O 2.834569 1.429559 -1.860047 0.7 1.4 -0.7
H -1.609747 -1.035455 2.634295 -1.6 -1.7 1.4
H 2.815687 0.590448 -1.413990 -0.6 -1.5 0.8

4.
23
Properties=species:S:1:pos:R:3:forces:R:3 method="wB97M-V/def2-TZVPD" mol_weight_g_mol=141.20 homo_lumo_gap_ev=10.639 e_above_lowest_ev=3.311 charge=+1
H 0.323437 1.320239 -0.102645 -1.4 1.3 -0.5
N 1.521542 1.042492 -1.033228 0.7 0.6 -0.6
N -0.631852 1.738790 0.426251 1.7 -2.8 -1.0
N 1.864468 -1.322432 -1.277966 -0.4 1.0 0.1
C -1.756650 -0.215648 -0.439038 1.0 1.1 -1.5
C -0.789564 -0.424455 1.674018 1.0 1.0 -2.1
H -0.591236 2.720396 0.458634 0.5 1.6 0.6
H 1.774952 1.609548 -1.846587 0.0 0.3 0.5
C -0.424981 1.014183 1.734571 -4.3 2.4 1.8
C 1.901177 -0.145289 -1.186260 -1.4 -1.8 0.2
H 0.519776 1.362263 1.961111 2.3 -0.4 1.2
H 1.770645 -3.031484 -0.071154 -0.6 0.2 2.2
H -2.227510 1.685558 -1.153470 0.5 1.2 0.2
H 2.155172 -3.414306 -1.575917 -0.6 0.7 -0.9
H -1.137976 -0.278197 -1.467107 -1.0 -0.4 2.5
C 2.286248 -2.597578 -0.860370 3.5 -1.0 -2.5
H -1.144232 1.429063 2.612386 1.5 -0.4 -2.0
H -2.633440 -0.812040 -0.530939 -1.5 0.7 -1.3
H -2.531904 1.576322 0.610954 -2.3 0.3 1.0
C -1.901829 1.345679 -0.177454 0.4 -3.5 -1.1
H -0.482271 -1.032669 2.449560 0.5 -1.0 1.9
H 3.417749 -2.584615 -0.873610 -1.2 -0.1 1.2
N -1.281721 -0.985818 0.668261 1.0 -0.6 0.1

5.
23
Properties=species:S:1:pos:R:3:forces:R:3 method="wB97M-V/def2-TZVPD" mol_weight_g_mol=141.20 homo_lumo_gap_ev=9.624 e_above_lowest_ev=5.135 charge=+1
H -1.433704 0.808952 4.255147 -0.9 -0.7 -2.7
H 2.042461 -1.203842 0.250662 -0.2 -0.5 -0.5
H -1.492132 -0.463338 -1.834784 -0.5 0.0 -0.1
H -0.361464 -1.578608 -2.692693 -0.9 0.2 2.1
N -1.357844 -0.040059 1.168434 2.4 -0.6 -3.1
H 1.475371 1.717861 0.417015 0.7 0.7 -0.3
C 1.079460 0.507862 -2.150626 2.2 -0.7 0.1
H 1.270196 0.048602 -3.186065 -0.3 0.1 1.9
H 0.960023 -2.564658 -0.419864 1.2 1.6 -0.5
C -1.976295 0.989039 3.201160 2.1 0.4 2.0
H -1.088985 -2.016209 -0.936318 0.5 1.2 -1.4
C 1.511333 -1.578253 -0.654784 0.4 0.2 0.0
N 0.052920 0.318358 -0.020512 -4.4 0.4 5.4
C 0.455261 -0.472892 -1.054504 1.1 -1.8 -3.7
H -2.863940 0.420270 2.975289 -0.1 0.0 0.4
N -0.049607 1.624408 1.807281 1.1 1.3 0.7
H 0.729915 1.516564 -2.373149 -1.0 -0.2 0.6
H 2.047212 0.662537 -1.621519 0.0 0.3 -1.1
C -0.715368 -1.188959 -1.649398 -0.6 -1.7 -1.2
N -1.059872 0.823899 2.001497 -0.4 -0.2 0.0
H 2.311814 -1.661282 -1.483279 -1.5 -0.2 1.3
H -2.084062 2.053569 3.331063 -0.7 0.4 -0.7
C 0.547307 1.276176 0.669947 -0.1 -0.2 0.9

6.
24
Properties=species:S:1:pos:R:3:forces:R:3 method="wB97M-V/def2-TZVPD" mol_weight_g_mol=155.20 homo_lumo_gap_ev=7.641 e_above_lowest_ev=5.337
H -0.727171 -1.055421 3.652673 0.4 -0.1 -0.3
H -0.650159 1.511421 -3.215643 0.9 0.2 -2.6
N -0.877487 1.409069 -2.283426 -3.4 1.2 1.5
C 2.091689 -0.335163 -1.005908 0.6 -0.8 -0.1
H -1.447929 -2.054257 2.244060 2.2 1.6 0.8
H -0.280084 0.614565 -0.487225 0.3 0.2 -2.0
H 0.237340 -1.078534 2.027018 -0.4 -0.8 0.7
N -1.440468 0.024449 2.015060 1.8 -0.3 -0.6
H 1.484329 0.389333 -2.958375 0.4 0.4 -2.2
H -2.245374 2.211135 -0.004646 0.5 -0.3 0.9
H 2.904711 0.378703 -0.673409 -1.0 -0.7 -0.1
H 1.528251 -0.755342 -0.204111 -0.6 0.8 1.3
N -0.014871 0.753982 -1.655489 1.0 -1.1 3.8
H -3.873725 2.068940 1.961227 1.7 -1.0 0.8
N -2.529741 0.474428 2.618999 -1.1 -0.5 2.1
C -0.726016 -1.146096 2.564768 -2.4 -0.8 -1.7
H 3.062966 -2.341816 -0.659128 -0.3 -0.2 0.2
C 2.728594 -1.706508 -1.466420 1.8 2.9 -1.6
N -2.024952 1.708270 0.875122 -0.2 -1.3 0.3
H 1.998159 -2.085547 -2.142104 -0.4 -1.1 -0.3
C -1.082167 0.695273 0.913309 -0.6 0.9 0.0
C 1.117002 0.270097 -1.999844 1.9 -1.2 1.4
C -2.890204 1.491419 1.963575 -1.9 2.6 -3.1
H 3.657307 -1.442401 -2.080082 -1.1 -0.7 0.6